DFT (wB97M-V/def2-TZVPD) results for a molecular structure, C39H27AsN3O7PS4V.

XYZ file:
```
83
C39H27AsN3O7PS4V wB97M-V/def2-TZVPD
V 1.47828 -0.66218 -0.77002
C 0.42923 -4.51369 -0.49012
C -0.19612 -3.95339 0.75021
C -0.22362 -4.72722 1.93905
C -0.73867 -4.18446 3.07380
C -1.25297 -2.86923 3.04736
C -1.81726 -2.25273 4.18887
C -2.31797 -0.98833 4.10020
C -2.26140 -0.28676 2.87856
C -1.70216 -0.84488 1.75749
S -1.91203 0.07994 0.26639
C -1.18867 -2.17537 1.81954
N -0.65598 -2.72806 0.70078
H 0.48115 -5.60256 -0.46227
H 1.44466 -4.12683 -0.55480
H -0.10730 -4.18565 -1.38063
H 0.18377 -5.73010 1.92807
H -0.76053 -4.74286 4.00354
H -1.83738 -2.80197 5.12366
H -2.74754 -0.50367 4.96868
H -2.64729 0.72244 2.82172
O -0.13980 -0.77085 -1.62047
C -0.44142 0.22842 -0.78919
C -0.57464 1.56582 -1.46491
C -0.68951 1.56979 -2.85586
C -0.84896 2.75844 -3.54930
C -0.89418 3.96424 -2.86625
C -0.74066 3.97160 -1.48738
C -0.56693 2.79054 -0.76993
P -0.13006 2.81961 1.01978
C 0.59454 4.51739 1.12356
C 0.04789 5.60441 1.79626
C 0.73545 6.81245 1.87149
C 1.97857 6.94862 1.27601
C 2.53641 5.86752 0.60147
C 1.85274 4.66711 0.52915
C -1.72225 3.15605 1.86974
C -2.92245 3.46600 1.23572
C -4.07587 3.68691 1.97574
C -4.04422 3.61937 3.36298
C -2.85126 3.31852 4.00624
C -1.70445 3.07697 3.26240
H -0.62480 0.62740 -3.38488
H -0.92849 2.73668 -4.62987
H -1.01587 4.89870 -3.40158
H -0.72364 4.91844 -0.96043
H -0.92448 5.52066 2.26620
H 0.29100 7.64694 2.40215
H 2.51721 7.88645 1.34359
H 3.51653 5.94878 0.14869
H 2.29384 3.82706 0.00424
H -2.95296 3.50990 0.15384
H -5.00617 3.90967 1.46629
H -4.94620 3.79174 3.93810
H -2.81616 3.25201 5.08734
H -0.78115 2.80678 3.76466
O 4.86610 -1.55902 -2.15359
As 3.86996 -2.81296 -1.46704
O 4.79359 -3.96905 -0.79140
O 2.76461 -2.05049 -0.41315
C 2.83574 -3.66584 -2.88182
C 2.87082 -5.05697 -2.83011
C 2.08644 -5.81656 -3.68563
C 1.25318 -5.18880 -4.60017
C 1.22538 -3.80465 -4.67335
C 2.02049 -3.04440 -3.82625
S 2.01676 -1.27371 -4.09484
O 0.71675 -0.95256 -4.63173
O 3.14248 -1.00733 -4.95359
O 2.25263 -0.70780 -2.73566
H 4.29056 -0.80617 -2.37252
H 3.51797 -5.51795 -2.09358
H 2.11800 -6.89820 -3.62792
H 0.62406 -5.77515 -5.25936
H 0.58416 -3.29116 -5.37730
S 1.46744 -0.53908 1.69733
C 2.75165 0.57690 1.95491
C 3.18220 0.73160 3.31919
N 3.50103 0.83370 4.42087
C 3.31600 1.34365 0.98707
S 2.82550 1.27249 -0.69875
C 4.33567 2.29517 1.29925
N 5.13641 3.08981 1.53949
```

Output
LUMO energy (alpha / beta) = 4.023 / 4.027 eV
2S+1 = 2
Energy relative to the best compared isomer or geometry (same formula, charge and spin) = 0.0 kJ/mol
Net charge = -2
Highest occupied orbital energy (alpha / beta) = -0.0786 / -0.0756 Eh
E = -198845.58258 eV

Results of the Löwdin charge analysis, in e, for atoms 1 through 8: atom 1 (V): 0.58, atom 2 (C): -0.02, atom 3 (C): -0.30, atom 4 (C): -0.02, atom 5 (C): -0.02, atom 6 (C): -0.17, atom 7 (C): -0.05, atom 8 (C): -0.08



DFT (wB97M-V/def2-TZVPD) results for 8 unconnected molecules or ions with the total composition C7H32N15O7 in a non-equilibrium geometry.

XYZ file:
```
61
C7H32N15O7 wB97M-V/def2-TZVPD
N 0.14289 0.09981 0.35225
H 0.20808 1.02382 -0.05030
H 0.13864 -0.44517 -0.49809
H -0.75145 0.18482 0.81381
H 0.91032 -0.04303 0.99315
C -4.18420 0.84569 3.98235
O -3.34325 0.21408 3.39273
N -4.86312 0.44549 4.99371
N -4.69373 1.98313 3.54977
H -4.74588 -0.45299 5.43993
H -5.44014 1.18678 5.36472
H -5.54679 2.34850 3.94838
H -4.26772 2.46639 2.77190
C 0.47134 3.52223 -3.16477
O 0.94791 2.86552 -2.30545
N 0.54583 4.78038 -3.16550
N 0.04299 3.01090 -4.25850
H 0.39077 5.03967 -4.12926
H 1.34626 5.17162 -2.68975
H -0.31404 3.63254 -4.96997
H 0.28489 2.03721 -4.37473
C 1.74011 -5.26708 -0.45447
O 1.66999 -4.08612 -0.64118
N 1.18758 -6.20282 -1.10291
N 2.54566 -5.73584 0.37243
H 1.22152 -7.16566 -0.79976
H 0.69945 -5.98852 -1.96076
H 2.45731 -6.69601 0.67303
H 3.16358 -5.16994 0.93638
C 5.68517 -1.01757 0.94011
O 4.81427 -0.27251 1.19836
N 5.53171 -2.16886 0.35350
N 6.89288 -0.87189 1.35387
H 6.36980 -2.73248 0.35985
H 4.63166 -2.36143 -0.06233
H 7.11749 -0.02497 1.85624
H 7.62233 -1.53825 1.14416
C -1.19489 -1.78740 -3.79835
O -1.56381 -1.94450 -2.66728
N -1.92533 -1.44878 -4.76115
N 0.11963 -1.88056 -4.10865
H -2.93036 -1.53941 -4.71856
H -1.37508 -1.17061 -5.56111
H 0.57218 -1.77567 -5.00547
H 0.65736 -2.27361 -3.34941
C 1.49405 2.40952 5.31795
O 0.55964 2.50272 6.08580
N 2.70230 2.59163 5.67582
N 1.39567 2.12577 4.03484
H 3.49710 2.14957 5.23653
H 2.84655 2.85199 6.64096
H 0.47216 1.82598 3.75673
H 2.13121 2.21271 3.34816
C -4.39451 1.61916 -1.66561
O -3.56383 1.90243 -0.80442
N -4.56682 2.38260 -2.65048
N -5.22719 0.62982 -1.71829
H -4.10672 3.27987 -2.59294
H -5.19001 2.14528 -3.40904
H -5.79848 0.53957 -2.54629
H -5.24115 0.03422 -0.90272
```

Output
LUMO energy = -2.183 eV
Energy relative to the best compared isomer or geometry (same formula, charge and spin) = 697.3 kJ/mol
Net charge = +1
Highest occupied orbital energy = -0.4098 Eh
E = -44458.23816 eV

Results of the Löwdin charge analysis, in e, for atoms 1 through 8: atom 1 (N): 0.37, atom 2 (H): 0.14, atom 3 (H): 0.15, atom 4 (H): 0.15, atom 5 (H): 0.15, atom 6 (C): -0.80, atom 7 (O): 0.02, atom 8 (N): 0.17



DFT (wB97M-V/def2-TZVPD) results for a molecular structure, C12H11F2NSr in a non-equilibrium geometry.

XYZ file:
```
27
C12H11F2NSr wB97M-V/def2-TZVPD
Sr 0.47008 -0.71757 -0.39413
C 1.64250 -2.01268 -2.27361
H 1.47753 -3.09849 -2.03161
H 1.01091 -1.77349 -3.15804
H 2.66707 -1.81347 -2.53366
H 2.06096 0.61926 -1.71397
H 1.67589 1.28384 -1.62516
F -5.20532 0.91959 -1.22517
C -4.26019 0.72333 -0.25846
C -2.96647 0.40468 -0.68454
C -2.06397 0.18923 0.29912
C -2.29852 0.30370 1.65877
C -3.64680 0.61519 2.00775
F -4.09371 0.67355 3.31142
C -4.64564 0.82031 1.07697
C -1.19494 0.08859 2.60469
C -1.32808 0.23844 3.97982
C -0.23291 0.05000 4.81728
C 1.00244 -0.24557 4.24313
C 1.08941 -0.39663 2.86248
N 0.00160 -0.27623 2.08142
H -2.72879 0.34362 -1.75391
H -5.65999 1.03604 1.36944
H -2.29891 0.46877 4.36770
H -0.37607 0.14237 5.89597
H 1.89008 -0.40002 4.85762
H 2.03960 -0.61662 2.37190
```

Output
LUMO energy = -0.134 eV
Energy relative to the best compared isomer or geometry (same formula, charge and spin) = 15.9 kJ/mol
Highest occupied orbital energy = -0.2582 Eh
E = -20379.95049 eV

Results of the Löwdin charge analysis, in e, for atoms 1 through 8: atom 1 (Sr): 1.36, atom 2 (C): -0.43, atom 3 (H): -0.07, atom 4 (H): -0.08, atom 5 (H): -0.11, atom 6 (H): 0.01, atom 7 (H): 0.06, atom 8 (F): 0.03